Run a
C2H4S | wB97M-V/def2-TZVPD

```
7
Properties=species:S:1:pos:R:3
C 0.096 -0.613 -0.332
H -1.172 0.988 0.389
H 0.390 0.662 1.385
S 0.582 0.728 -1.276
C -0.236 0.737 0.445
H -0.656 -1.330 -0.677
H 0.996 -1.172 0.066
```

Its multiplicity is 1. The HOMO energy comes out at -8.846 eV. The structure (SMILES) is C1CS1. The LUMO energy comes out at 0.95 eV. As for the orbital gap: 0.360 hartree.

=====

Run b
C2H4S | wB97M-V/def2-TZVPD

```
7
Properties=species:S:1:pos:R:3
H -1.737 1.434 0.642
S -0.121 0.396 -0.430
C -1.323 0.530 0.858
H 1.696 -0.120 -1.647
C 1.315 -0.478 -0.692
H -1.408 -0.199 1.684
H 1.577 -1.563 -0.414
```

Its multiplicity is 1. The HOMO energy (alpha / beta) comes out at -8.044 / -7.956 eV. The LUMO energy (alpha / beta) comes out at 0.00 / -0.03 eV. As for the orbital gap (alpha / beta): 0.296 / 0.291 hartree.

=====

Name the most stable of them. run a.

=====

Run a
C2H5O2S | wB97M-V/def2-TZVPD

```
10
Properties=species:S:1:pos:R:3
H -2.317 0.567 -0.341
O -1.007 -1.163 1.536
S -0.439 0.059 0.951
C 1.446 -0.769 -0.930
H 1.963 -1.555 -0.417
H 2.013 0.105 -1.180
H -1.211 1.960 -0.118
O 0.449 0.820 1.844
C -1.665 1.090 0.350
H 0.768 -1.115 -1.696
```

Its multiplicity is 1. The HOMO energy (alpha / beta) comes out at -2.820 / -3.452 eV. The total charge is -1. The LUMO energy (alpha / beta) comes out at 3.98 / 3.95 eV. As for the orbital gap (alpha / beta): 0.250 / 0.272 hartree.

=====

Run b
C2H5O2S | wB97M-V/def2-TZVPD

```
10
Properties=species:S:1:pos:R:3
H -2.665 -0.249 1.168
H 0.292 -0.318 -1.572
H 1.711 0.686 -1.902
S 1.953 -0.473 0.146
C 1.000 0.369 -1.122
O -0.942 -1.280 0.983
H 0.797 -0.847 0.809
O -1.136 0.988 1.236
C -1.538 -0.181 1.088
H 0.529 1.305 -0.834
```

Its multiplicity is 1. The HOMO energy comes out at -4.216 eV. The total charge is -1. The LUMO energy comes out at 3.73 eV. As for the orbital gap: 0.292 hartree.

=====

Name the most stable of them. run b.

=====

Run a
C4H10N2O | wB97M-V/def2-TZVPD

```
17
Properties=species:S:1:pos:R:3
H -2.263 -1.925 0.282
O -0.443 -1.735 -1.482
H -0.420 1.311 -0.291
H 1.394 -1.207 -0.683
C -0.649 -0.546 0.517
H 1.691 0.353 1.286
H 2.314 1.270 -1.033
H -0.311 -0.946 1.446
N -0.315 0.944 0.647
C -2.077 -0.817 0.391
H 1.176 1.803 1.613
H -2.572 -0.389 -0.476
C 1.152 1.170 0.763
H -2.740 -0.500 1.140
N 1.984 1.811 -0.242
H 1.834 2.712 -0.580
C 0.199 -1.122 -0.620
```

Its multiplicity is 2. The HOMO energy (alpha / beta) comes out at 0.697 / -2.981 eV. The total charge is -1. The LUMO energy (alpha / beta) comes out at 4.50 / 4.24 eV. As for the orbital gap (alpha / beta): 0.140 / 0.265 hartree.

=====

Run b
C4H10N2O | wB97M-V/def2-TZVPD

```
17
Properties=species:S:1:pos:R:3
H 0.222 0.805 -2.153
H 1.090 1.148 -0.036
H -2.713 1.049 1.634
O 1.617 -1.872 0.963
N -2.289 1.609 0.921
C 0.802 0.086 -0.243
N 0.833 0.100 -1.740
H -1.220 1.502 -0.803
H 0.831 -0.793 -2.205
C -1.682 0.780 -0.128
H -2.988 2.206 0.503
H 2.924 -0.695 -0.075
C 1.882 -0.822 0.269
H -0.808 -1.179 -0.160
H -2.442 0.217 -0.691
C -0.590 -0.202 0.284
H -0.618 -0.364 1.369
```

Its multiplicity is 2. The HOMO energy (alpha / beta) comes out at 0.513 / -3.155 eV. The total charge is -1. The LUMO energy (alpha / beta) comes out at 3.83 / 3.68 eV. As for the orbital gap (alpha / beta): 0.122 / 0.251 hartree.

=====

Name the most stable of them. run b.

=====

Run a
C3H8N3 | wB97M-V/def2-TZVPD

```
14
Properties=species:S:1:pos:R:3
C 0.332 -0.974 1.579
H 0.281 -1.787 -1.637
H 0.002 -1.683 2.342
N 0.148 -0.847 -1.778
H -1.105 1.977 -0.622
H -0.469 1.561 -2.124
C -0.320 0.004 -0.902
N -0.583 1.218 -1.218
C 0.228 0.491 1.631
H 1.178 -1.255 0.917
H 1.058 1.123 1.168
H -0.386 0.871 2.431
N -0.743 -0.288 0.850
H 0.378 -0.412 -2.635
```

Its multiplicity is 1. The HOMO energy comes out at -14.854 eV. The total charge is +1. The structure (SMILES) is NC(=[NH2+])N1CC1. The LUMO energy comes out at -3.62 eV. As for the orbital gap: 0.413 hartree.

=====

Run b
C3H8N3 | wB97M-V/def2-TZVPD

```
14
Properties=species:S:1:pos:R:3
C -2.296 -0.344 -0.112
H -3.523 1.253 -0.071
C 0.069 0.030 0.222
H 2.917 0.256 -1.097
H 3.104 0.537 0.802
H 0.061 1.103 0.369
H -0.806 -1.742 0.056
H 1.336 -1.441 0.086
C 2.434 0.448 -0.034
H 1.977 1.429 -0.130
N -1.014 -0.756 0.082
N 1.259 -0.436 0.049
N -2.510 0.892 0.086
H -3.008 -1.230 -0.307
```

Its multiplicity is 1. The HOMO energy comes out at -14.565 eV. The total charge is +1. The structure (SMILES) is [H]/N=C/N/C=[NH+]/C. The LUMO energy comes out at -4.41 eV. As for the orbital gap: 0.373 hartree.

=====

Name the most stable of them. run b.

=====

Run a
C3H8N3 | wB97M-V/def2-TZVPD

```
14
Properties=species:S:1:pos:R:3
H 0.431 -1.342 1.524
H 1.895 1.375 1.167
H -0.695 -1.298 -1.362
H 0.977 0.350 -1.614
C -0.783 -0.866 -0.334
H 1.330 -1.378 0.164
H -1.761 0.999 -1.281
N 0.695 0.682 0.427
C 0.503 -0.798 0.603
H -0.705 2.138 1.028
N 0.459 1.012 -0.900
N -0.606 1.131 0.783
C -0.868 0.674 -0.598
H -1.556 -1.401 0.337
```

Its multiplicity is 1. The HOMO energy comes out at -15.231 eV. The total charge is +1. The LUMO energy comes out at -5.94 eV. As for the orbital gap: 0.341 hartree.

=====

Run b
C3H8N3 | wB97M-V/def2-TZVPD

```
14
Properties=species:S:1:pos:R:3
H 2.386 1.371 -0.419
C 0.258 -0.963 0.444
N -0.506 -0.907 -0.862
H -2.117 -0.865 0.775
H -0.852 1.285 -0.640
H 0.361 -1.833 0.930
H -0.719 -1.816 -1.363
C -1.242 -0.394 0.206
H 0.941 0.663 -1.303
N -1.408 0.948 0.190
C 1.319 -0.012 0.461
H -1.940 1.571 0.806
N 1.493 0.781 -0.496
H 2.024 0.171 1.269
```

Its multiplicity is 1. The HOMO energy comes out at -13.478 eV. The total charge is +1. The structure (SMILES) is N[C@H]1N[C@H]1C=[NH2+]. The LUMO energy comes out at -4.38 eV. As for the orbital gap: 0.334 hartree.

=====

Name the most stable of them. run b.

=====

Run a
CH4ClF | wB97M-V/def2-TZVPD

```
7
Properties=species:S:1:pos:R:3
H -2.509 0.225 0.574
F -2.278 -0.297 -0.159
C 1.048 0.127 -0.086
H 1.365 0.346 0.934
Cl -0.070 -1.256 -0.054
H 1.912 -0.131 -0.699
H 0.532 0.987 -0.511
```

Its multiplicity is 1. The HOMO energy comes out at -9.989 eV. The structure (SMILES) is CCl.F. The LUMO energy comes out at 0.85 eV. As for the orbital gap: 0.398 hartree.

=====

Run b
CH4ClF | wB97M-V/def2-TZVPD

```
7
Properties=species:S:1:pos:R:3
Cl 2.390 -0.418 -0.102
H -2.465 -0.702 0.527
H 0.761 1.229 -0.590
C 0.752 0.273 -0.066
H 0.067 -0.417 -0.558
F -1.959 -0.385 -0.185
H 0.453 0.420 0.973
```

Its multiplicity is 1. The HOMO energy comes out at -10.510 eV. The structure (SMILES) is CCl.F. The LUMO energy comes out at 0.63 eV. As for the orbital gap: 0.409 hartree.

=====

Name the most stable of them. run b.